1.
{"formula": "C24H28Cl2IrN6S2", "method": "wB97M-V/def2-TZVPD", "total_energy_ev": -83833.1239, "homo_ev": [-9.73, -9.74], "charge": 1, "homo_lumo_gap_ev": [6.288, 6.291], "species": ["Ir", "C", "C", "N", "N", "C", "N", "S", "C", "C", "C", "C", "C", "N", "H", "H", "H", "H", "H", "H", "H", "H", "H", "H", "Cl", "C", "C", "C", "C", "C", "C", "C", "H", "H", "H", "H", "H", "H", "C", "N", "C", "N", "S", "H", "H", "H", "H", "H", "H", "Cl", "C", "C", "C", "C", "C", "C", "C", "H", "H", "H", "H", "H", "H"], "xyz": [[0.636, 0.350, -1.177], [-3.646, -0.347, -0.869], [-2.229, 0.125, -0.788], [-1.239, -0.285, -1.535], [-1.454, -1.242, -2.502], [-0.406, -1.679, -3.223], [-0.646, -2.599, -4.165], [1.160, -1.077, -2.978], [-1.801, 1.098, 0.196], [-2.689, 1.745, 1.057], [-2.219, 2.683, 1.948], [-0.861, 2.981, 1.954], [-0.029, 2.314, 1.085], [-0.465, 1.365, 0.239], [-3.897, -0.809, -1.822], [-4.331, 0.492, -0.762], [-3.868, -1.065, -0.076], [-2.378, -1.630, -2.614], [-1.537, -3.057, -4.255], [0.142, -3.015, -4.633], [-3.741, 1.504, 1.020], [-2.898, 3.183, 2.625], [-0.448, 3.722, 2.622], [1.027, 2.534, 1.048], [4.226, -3.273, 3.212], [3.154, -2.401, 2.160], [2.343, -1.455, 2.622], [1.336, -0.833, 1.683], [1.894, -0.723, 0.270], [2.489, 0.516, -0.180], [2.599, -1.962, -0.155], [3.203, -2.748, 0.740], [2.314, -1.207, 3.674], [1.091, 0.168, 2.042], [3.369, 0.461, -0.813], [2.542, 1.344, 0.519], [2.729, -2.172, -1.207], [3.796, -3.599, 0.434], [1.508, 4.337, -5.713], [1.295, 4.037, -4.309], [1.177, 2.807, -3.803], [1.228, 1.774, -4.644], [0.983, 2.630, -2.122], [1.626, 5.411, -5.821], [0.656, 4.026, -6.322], [2.418, 3.860, -6.084], [1.247, 4.790, -3.645], [1.354, 1.900, -5.633], [1.219, 0.839, -4.267], [-2.377, -1.931, 7.219], [-1.680, -1.872, 5.631], [-1.914, -0.770, 4.824], [-1.357, -0.736, 3.555], [-0.573, -1.782, 3.078], [0.051, -1.690, 1.710], [-0.349, -2.872, 3.912], [-0.899, -2.925, 5.185], [-2.524, 0.044, 5.190], [-1.532, 0.129, 2.924], [0.301, -2.685, 1.335], [-0.673, -1.257, 1.012], [0.268, -3.693, 3.566], [-0.724, -3.775, 5.830]]}

***

2.
{"formula": "C3H5IN2", "method": "wB97M-V/def2-TZVPD", "total_energy_ev": -14270.2495, "homo_ev": -8.23, "homo_lumo_gap_ev": 8.734, "species": ["C", "C", "C", "N", "N", "I", "H", "H", "H", "H", "H"], "xyz": [[0.801, 0.502, -0.709], [-1.667, -1.355, 2.151], [-0.307, 0.071, -1.427], [1.380, -0.164, 0.337], [-1.632, -0.193, 2.105], [-0.937, 0.962, -3.272], [1.392, 1.322, -0.989], [1.139, -1.123, 0.368], [-1.125, -0.665, -1.029], [2.322, -0.141, 0.317], [-1.365, 0.784, 2.149]]}

***

3.
{"formula": "C3H5NO2", "method": "wB97M-V/def2-TZVPD", "total_energy_ev": -8774.2773, "homo_ev": -9.84, "smiles": "O=CC/C=N/O", "homo_lumo_gap_ev": 10.473, "species": ["C", "C", "C", "H", "H", "H", "H", "H", "N", "O", "O"], "xyz": [[0.230, -0.007, -0.812], [-0.205, -0.914, 0.321], [-1.187, -0.351, 1.248], [2.178, 2.136, -1.210], [-0.423, -0.097, -1.733], [0.692, -1.164, 0.933], [-0.659, -1.908, -0.065], [-0.794, 0.521, 2.005], [1.131, 0.872, -0.474], [1.389, 1.695, -1.547], [-2.353, -0.783, 1.334]]}

***

4.
{"formula": "C4H12N2OS", "method": "wB97M-V/def2-TZVPD", "total_energy_ev": -20204.4475, "homo_ev": -9.02, "smiles": "N[C@H](CS)CNCO", "homo_lumo_gap_ev": 9.856, "species": ["C", "N", "C", "O", "C", "C", "S", "N", "H", "H", "H", "H", "H", "H", "H", "H", "H", "H", "H", "H"], "xyz": [[0.358, -0.129, 0.033], [0.290, 0.299, 1.439], [1.229, -0.353, 2.305], [2.529, 0.285, 2.076], [-0.799, 0.600, -0.745], [-1.133, -0.212, -2.037], [0.454, -0.307, -2.937], [-2.018, 0.684, 0.075], [0.259, -1.216, -0.156], [1.386, -0.048, -0.341], [0.463, 1.301, 1.507], [0.881, -0.316, 3.352], [1.382, -1.366, 1.923], [3.204, -0.383, 2.172], [-0.662, 1.619, -1.105], [-1.975, 0.146, -2.616], [-1.483, -1.227, -1.829], [0.036, -0.152, -4.204], [-2.582, -0.154, 0.062], [-1.820, 0.930, 1.028]]}

***

5.
{"formula": "C4H11PS3", "method": "wB97M-V/def2-TZVPD", "total_energy_ev": -46120.7221, "homo_ev": -8.60, "smiles": "CC(C)(C)P(=S)(S)S", "homo_lumo_gap_ev": 8.748, "species": ["C", "C", "C", "C", "P", "S", "S", "S", "H", "H", "H", "H", "H", "H", "H", "H", "H", "H", "H"], "xyz": [[-0.606, 1.623, -0.552], [-0.564, -1.082, -1.070], [-0.791, -0.358, 1.399], [-0.141, -0.069, -0.012], [1.692, 0.042, -0.081], [2.378, 1.128, -1.585], [2.422, 0.831, 1.841], [2.587, -1.787, -0.088], [-1.631, 1.755, -0.584], [-0.153, 2.361, 0.148], [-0.102, 1.822, -1.462], [-0.088, -1.958, -0.650], [-0.055, -0.916, -2.032], [-1.648, -1.217, -1.121], [-0.179, -1.273, 1.577], [-0.488, 0.264, 2.174], [-1.814, -0.447, 1.167], [2.201, -0.307, 2.517], [2.476, -2.088, -1.513]]}

***

6.
{"formula": "C2H14O5", "method": "wB97M-V/def2-TZVPD", "total_energy_ev": -12537.5140, "homo_ev": -9.64, "smiles": "C=C.O.O.O.O.O", "homo_lumo_gap_ev": 10.174, "species": ["C", "C", "H", "H", "H", "H", "H", "H", "O", "H", "H", "O", "H", "H", "O", "H", "H", "O", "H", "H", "O"], "xyz": [[-0.640, -0.562, -2.856], [-1.140, 0.697, -3.138], [-0.191, -1.224, -3.655], [-0.716, -0.911, -1.787], [-1.128, 0.916, -4.183], [-1.190, 1.648, -2.630], [2.051, 0.188, -0.640], [3.374, -0.775, -0.218], [2.690, -0.171, 0.069], [-0.378, 1.249, -0.115], [0.885, 1.662, 0.559], [0.471, 1.729, -0.275], [-2.568, -0.284, 0.448], [-1.598, 0.254, 1.576], [-1.678, -0.020, 0.610], [-0.698, 0.428, 4.130], [-0.195, -0.573, 3.087], [-0.929, 0.056, 3.270], [1.538, -0.800, 1.598], [0.856, -2.111, 1.853], [1.183, -1.398, 2.297]]}